No. 1
Below is a structure of composition C12H7B2NO16Sn in a non-equilibrium geometry, with properties calculated with ωB97M-V/def2-TZVPD.

ORCA input file:
```
! wB97M-V def2-TZVPD RIJCOSX def2/J DEFGRID3
* xyz 0 1
Sn 33.728 2.434 -0.564
O 34.433 0.333 1.134
C 34.783 0.813 2.174
O 34.719 0.372 3.375
B 35.115 1.466 4.300
O 35.638 2.560 3.402
C 35.254 2.282 2.206
O 35.324 2.956 1.187
O 36.095 0.993 5.271
C 35.516 0.956 6.481
O 35.919 0.445 7.466
C 34.218 1.801 6.384
O 34.009 2.010 5.094
O 33.514 2.088 7.293
O 29.157 8.100 -5.246
C 29.085 7.438 -4.266
O 30.076 6.772 -3.677
B 29.779 6.425 -2.288
O 28.357 6.725 -2.203
C 27.902 7.389 -3.267
O 26.902 8.020 -3.333
O 29.999 4.942 -2.020
C 30.845 4.832 -1.061
O 31.225 3.790 -0.539
C 31.265 6.229 -0.546
O 30.712 7.082 -1.363
O 32.036 6.401 0.351
C 27.070 2.548 1.333
C 28.590 2.620 1.215
C 29.267 1.310 1.678
C 30.608 1.148 1.148
N 31.681 1.036 0.765
H 26.650 1.651 0.867
H 26.599 3.334 0.745
H 26.763 2.512 2.380
H 29.060 3.536 1.563
H 28.657 2.681 0.121
H 28.611 0.511 1.338
H 29.380 1.312 2.764
*
```

Properties
HOMO level in eV: -9.7
Gap between HOMO and LUMO in Eh: 0.21158
Strongest force on any atom in eV Å⁻¹: 2.53
Calculated total energy in Ha: -1984.45920

No. 2
Below is a structure of composition C38H88BeBr4ClN6O11P2 in a non-equilibrium geometry, with properties calculated with ωB97M-V/def2-TZVPD.

ORCA input file:
```
! wB97M-V def2-TZVPD RIJCOSX def2/J DEFGRID3
* xyz 1 1
C 2.260 10.806 -4.719
C 2.027 9.975 -3.640
C 3.164 9.356 -2.934
O 4.302 9.459 -3.341
O 2.828 8.701 -1.811
C 3.774 8.862 -0.725
C 4.835 7.766 -0.561
C 4.503 6.397 -1.173
C 5.301 6.175 -2.457
C 5.123 4.762 -3.026
C 6.148 4.345 -4.077
N 7.547 4.818 -3.787
C 7.931 6.121 -4.419
C 8.180 6.006 -5.922
O 8.656 7.218 -6.430
C 7.721 8.297 -6.391
C 7.429 8.830 -7.788
H 1.456 11.077 -5.382
H 3.242 11.196 -4.936
H 1.015 9.795 -3.298
H 4.283 9.818 -0.830
H 3.156 8.918 0.169
H 5.729 8.142 -1.065
H 5.072 7.649 0.496
H 4.832 5.637 -0.458
H 3.435 6.246 -1.333
H 6.348 6.414 -2.240
H 4.971 6.911 -3.198
H 4.156 4.766 -3.530
H 5.046 4.050 -2.204
H 6.189 3.255 -4.075
H 5.859 4.613 -5.090
H 8.201 4.102 -4.104
H 7.684 4.901 -2.778
H 7.222 6.901 -4.159
H 8.878 6.425 -3.969
H 8.984 5.279 -6.069
H 7.295 5.688 -6.487
H 8.129 9.110 -5.786
H 6.766 8.024 -5.929
H 7.162 7.997 -8.438
H 8.291 9.363 -8.180
H 6.583 9.513 -7.705
C 3.657 6.545 2.764
O 4.837 6.092 2.397
H 3.434 6.466 3.858
H 3.433 7.600 2.510
H 2.782 5.976 2.345
C 0.521 0.609 -1.347
O -0.122 1.517 -2.260
P 0.601 2.962 -2.346
O 2.052 2.682 -2.259
O -0.032 3.486 -0.952
C -1.380 3.210 -0.570
O 0.622 4.488 -2.920
C 0.854 4.729 -4.313
H -0.193 -0.186 -1.133
H 1.408 0.177 -1.803
H 0.790 1.113 -0.420
H -1.386 2.438 0.201
H -1.992 2.875 -1.406
H -1.809 4.123 -0.163
H 0.042 4.335 -4.923
H 1.802 4.295 -4.637
H 0.890 5.809 -4.441
C -0.926 -1.041 2.789
C -1.686 -2.301 3.113
N -3.121 -2.333 2.610
C -3.859 -1.209 3.272
C -3.816 -3.593 3.085
C -3.304 -4.914 2.546
C -3.255 -2.100 1.124
C -2.484 -2.988 0.164
O -1.090 -2.896 0.353
C -0.399 -4.092 0.020
H -1.340 -0.161 3.280
H 0.094 -1.175 3.189
H -0.857 -0.847 1.719
H -1.748 -2.424 4.195
H -1.177 -3.172 2.718
H -3.744 -1.307 4.348
H -4.909 -1.278 2.996
H -3.454 -0.264 2.932
H -4.872 -3.481 2.837
H -3.720 -3.579 4.171
H -3.738 -5.144 1.578
H -3.639 -5.704 3.214
H -2.217 -4.971 2.485
H -2.956 -1.066 0.968
H -4.320 -2.188 0.901
H -2.729 -2.626 -0.844
H -2.819 -4.020 0.215
H -0.991 -4.724 -0.646
H -0.152 -4.654 0.926
H 0.529 -3.826 -0.483
Br 1.397 -1.020 4.994
Be -0.014 9.067 -5.066
C 3.016 0.835 8.052
C 1.743 1.169 8.802
O 0.768 1.718 7.919
H 3.421 1.725 7.569
H 3.778 0.417 8.713
H 2.772 0.111 7.275
H 1.921 1.912 9.580
H 1.337 0.269 9.277
H 0.604 1.059 7.232
O -6.044 -6.041 2.332
P -6.590 -7.265 2.993
N -6.321 -6.935 4.639
C -6.345 -7.956 5.673
C -6.953 -5.712 5.129
N -5.464 -8.456 2.427
C -4.330 -8.844 3.255
C -5.034 -8.219 1.054
N -7.864 -8.412 3.203
C -7.843 -9.705 2.504
C -9.185 -7.778 2.965
H -7.362 -8.258 5.951
H -5.854 -7.562 6.564
H -5.800 -8.848 5.385
H -8.026 -5.846 5.314
H -6.829 -4.903 4.409
H -6.485 -5.396 6.064
H -3.778 -7.988 3.663
H -3.638 -9.443 2.661
H -4.637 -9.487 4.079
H -4.246 -7.457 0.986
H -5.869 -7.886 0.435
H -4.657 -9.147 0.620
H -7.751 -9.615 1.419
H -8.781 -10.217 2.726
H -7.042 -10.333 2.878
H -9.348 -7.551 1.907
H -9.261 -6.843 3.526
H -9.985 -8.430 3.311
N -2.705 -8.039 -1.802
C -3.806 -8.314 -2.567
C -3.627 -9.546 -3.135
C -2.366 -10.034 -2.694
C -1.824 -9.085 -1.869
H -2.569 -7.199 -1.272
H -4.619 -7.611 -2.637
H -4.322 -10.045 -3.790
H -1.913 -10.977 -2.949
H -0.894 -9.066 -1.327
C 1.552 -4.210 -3.585
Br 3.113 -4.011 -4.680
Br 0.714 -2.520 -3.189
Br 0.267 -5.434 -4.322
H 1.874 -4.630 -2.643
Cl 1.880 13.038 -4.134
*
```

Properties
HOMO level in eV: -8.3
Gap between HOMO and LUMO in Eh: 0.04788
Strongest force on any atom in eV Å⁻¹: 6.27
Calculated total energy in Ha: -14109.83620

No. 3
Below is a cluster of 2 separate species, C10H16O in total in a non-equilibrium geometry, with properties calculated with ωB97M-V/def2-TZVPD.

ORCA input file:
```
! wB97M-V def2-TZVPD RIJCOSX def2/J DEFGRID3
* xyz 0 1
C 0.020 -1.962 -1.485
C 0.520 -0.520 -1.364
C 1.171 -0.241 -0.061
C 2.381 -0.880 0.229
C 2.954 -0.756 1.499
C 2.347 0.129 2.390
O 2.777 0.274 3.685
C 1.093 0.706 2.169
C 0.534 0.536 0.916
H -0.547 -2.468 -0.693
H 0.737 -2.721 -1.778
H -0.627 -2.014 -2.380
H 1.130 -0.390 -2.277
H -0.324 0.090 -1.654
H 2.702 -1.667 -0.442
H 3.885 -1.246 1.754
H 3.565 -0.216 3.872
H 0.577 1.093 3.036
H -0.361 1.082 0.644
C -2.554 1.139 -1.507
C -3.588 1.670 -0.562
H -2.225 1.877 -2.244
H -1.688 0.742 -0.976
H -2.914 0.250 -2.028
H -4.046 0.875 0.037
H -4.373 2.296 -0.984
H -3.146 2.324 0.204
*
```

Properties
HOMO level in eV: -8.3
Gap between HOMO and LUMO in Eh: 0.33761
Relative energy (zero: lowest compared OMol25 entry of this formula, charge and spin) in kcal per mole: 35.31
SMILES: CCc1ccc(O)cc1.CC
Strongest force on any atom in eV Å⁻¹: 2.02
Calculated total energy in Ha: -465.84152